[1]
ORCA calculation (the ωB97M-V functional and the def2-TZVPD basis) on the molecule C24H21N5O5S in a non-equilibrium geometry.

The geometry in XYZ format:
```
56
Properties=species:S:1:pos:R:3:lowdin_charge:R:1
O -1.677 -3.329 0.779 0.041
C -0.643 -2.959 1.292 -0.567
N 0.573 -3.069 0.722 0.073
H 1.327 -2.541 1.151 0.096
C 0.731 -3.380 -0.687 -0.078
C 1.298 -2.206 -1.415 -0.270
C 2.477 -2.023 -2.074 -0.029
C 2.475 -0.681 -2.528 -0.057
C 1.302 -0.142 -2.103 -0.102
O 0.585 -1.056 -1.425 0.031
H 0.868 0.833 -2.220 0.101
H 3.242 -0.189 -3.088 0.105
H 3.244 -2.754 -2.227 0.111
H -0.263 -3.638 -1.066 0.132
H 1.400 -4.236 -0.807 0.130
C -0.600 -2.337 2.682 -0.324
H 0.373 -2.431 3.159 0.081
H -1.386 -2.765 3.303 0.087
S -1.024 -0.563 2.572 1.091
C 0.433 0.082 1.878 -0.531
N 1.484 -0.626 1.665 0.102
C 2.575 -0.059 1.037 -0.203
C 3.696 -0.860 0.809 -0.018
C 4.786 -0.344 0.141 -0.069
C 4.787 0.970 -0.315 -0.073
C 3.693 1.780 -0.094 -0.006
C 2.587 1.277 0.586 -0.085
C 1.418 2.068 0.856 -0.215
N 1.165 3.285 0.585 0.174
C -0.167 3.580 1.051 -0.217
C -0.638 2.321 1.765 -0.393
O -1.663 2.092 2.356 0.057
N 0.380 1.416 1.553 0.105
H -0.140 4.443 1.723 0.163
C -1.118 3.882 -0.126 -0.023
H -2.085 4.197 0.267 0.126
C -1.259 2.630 -0.988 -0.494
O -0.560 2.421 -1.959 0.057
N -2.187 1.757 -0.556 0.097
H -2.737 1.943 0.268 0.136
C -2.407 0.478 -1.217 -0.074
C -3.728 -0.085 -0.832 -0.266
C -4.063 -1.243 -0.196 -0.008
C -5.476 -1.237 -0.087 -0.056
C -5.891 -0.076 -0.658 -0.124
O -4.843 0.631 -1.114 0.047
H -6.865 0.350 -0.797 0.117
H -6.089 -1.993 0.358 0.100
H -3.395 -2.009 0.144 0.084
H -1.624 -0.237 -0.943 0.118
H -2.344 0.655 -2.297 0.141
H -0.676 4.673 -0.730 0.129
H 3.661 2.802 -0.434 0.120
H 5.646 1.355 -0.842 0.105
H 5.647 -0.972 -0.034 0.108
H 3.692 -1.880 1.160 0.116
```

Summary:
- HOMO energy (eV) = -8.423
- frontier orbital gap (eV) = 8.14

[2]
ORCA calculation (the ωB97M-V functional and the def2-TZVPD basis) on a structure of composition C24H22AsNO5Pt in a non-equilibrium geometry.

The geometry in XYZ format:
```
54
Properties=species:S:1:pos:R:3:lowdin_charge:R:1
Pt -0.799 -1.222 1.539 0.998
O -0.706 0.226 3.331 -0.157
C -1.307 1.463 2.902 -0.203
C -2.772 1.218 2.543 -0.148
N -2.880 0.088 1.635 -0.251
C -3.783 -0.960 2.139 -0.089
C -3.103 -1.917 3.132 -0.607
O -3.671 -2.337 4.114 0.069
O -1.892 -2.310 2.792 -0.219
C -3.142 0.333 0.230 -0.101
C -2.580 -0.803 -0.668 -0.617
O -2.918 -0.836 -1.831 0.071
O -1.780 -1.720 -0.163 -0.224
H 0.173 0.393 3.695 0.102
H -1.248 2.219 3.691 0.128
H -0.762 1.838 2.029 0.086
H -3.341 0.997 3.448 0.134
H -3.190 2.138 2.112 0.133
H -4.697 -0.536 2.566 0.133
H -4.065 -1.579 1.283 0.134
H -4.216 0.418 0.021 0.136
H -2.674 1.269 -0.082 0.122
C 5.019 0.880 1.607 -0.081
C 3.866 1.433 2.146 -0.081
C 2.626 1.049 1.661 -0.120
C 2.531 0.119 0.629 -0.351
C 3.686 -0.427 0.087 -0.084
C 4.928 -0.047 0.581 -0.073
As 0.777 -0.369 -0.015 1.241
C 1.039 -1.558 -1.491 -0.316
C 1.384 -2.895 -1.436 -0.081
C 1.458 -3.613 -2.623 -0.069
C 1.165 -2.991 -3.831 -0.065
C 0.801 -1.656 -3.876 -0.010
C 0.735 -0.924 -2.696 -0.181
C 0.351 0.498 -2.582 -0.180
C 0.032 1.332 -3.647 -0.008
C -0.287 2.658 -3.411 -0.065
C -0.282 3.171 -2.121 -0.078
C 0.025 2.345 -1.049 -0.095
C 0.325 1.013 -1.282 -0.280
H 5.988 1.171 1.988 0.106
H 3.935 2.158 2.946 0.105
H 1.730 1.486 2.091 0.083
H 3.625 -1.145 -0.722 0.101
H 5.824 -0.479 0.158 0.107
H 1.577 -3.382 -0.489 0.112
H 1.726 -4.659 -2.603 0.105
H 1.209 -3.561 -4.750 0.106
H 0.555 -1.199 -4.825 0.109
H 0.026 0.949 -4.658 0.110
H -0.537 3.301 -4.243 0.107
H -0.518 4.212 -1.953 0.103
H 0.033 2.755 -0.047 0.093
```

Summary:
- HOMO energy (spin up / spin down) (eV) = -7.760 / -7.760
- frontier orbital gap (spin up / spin down) (eV) = 7.42 / 7.41

[3]
ORCA calculation (the ωB97M-V functional and the def2-TZVPD basis) on a structure of composition C24H22B2F4N6O7S6W in a non-equilibrium geometry.

The geometry in XYZ format:
```
72
Properties=species:S:1:pos:R:3:lowdin_charge:R:1
W 0.167 -0.578 0.113 1.661
C 0.809 3.589 1.982 0.025
C 0.521 2.379 1.158 -0.254
N 0.708 1.125 1.554 -0.057
O 1.294 0.968 2.820 0.160
B 0.967 -0.124 3.552 -0.793
F 1.630 -0.320 4.674 0.292
F 1.444 -1.261 1.324 -0.473
O -0.080 -0.955 3.300 0.141
N -0.795 -0.758 2.106 -0.033
C -2.119 -0.816 2.239 -0.210
C -2.805 -1.151 3.525 0.028
C -2.800 -0.512 1.046 -0.222
N -2.013 -0.249 -0.004 -0.044
O -2.749 0.058 -1.129 0.079
B -2.223 0.881 -2.234 -1.141
F -3.062 1.929 -2.448 0.202
F -2.140 0.072 -3.357 0.153
O -0.832 1.368 -1.988 -0.007
N -0.282 1.299 -0.718 -0.122
C -0.005 2.478 -0.152 -0.244
C -0.215 3.784 -0.845 0.031
C -4.286 -0.511 0.930 0.025
H 1.155 3.302 2.971 0.089
H -0.083 4.209 2.074 0.100
H 1.585 4.187 1.503 0.107
H -2.085 -1.160 4.339 0.089
H -3.250 -2.144 3.454 0.108
H -3.601 -0.446 3.754 0.100
H -0.730 3.616 -1.788 0.094
H 0.753 4.240 -1.054 0.108
H -0.801 4.474 -0.241 0.098
H -4.736 -1.092 1.726 0.084
H -4.565 -0.924 -0.038 0.100
H -4.685 0.502 0.965 0.108
S 7.823 -1.800 -0.292 0.684
C 6.208 -1.610 -0.441 -1.437
S 5.102 -2.952 -0.577 0.960
C 3.629 -2.017 -0.618 -1.046
C 3.796 -0.645 -0.542 -0.982
S 2.540 0.514 -0.595 0.882
S 5.428 -0.053 -0.447 0.985
S 2.135 -2.809 -0.762 0.843
N -3.841 -6.997 0.140 0.168
C -3.158 -6.078 0.086 -0.192
C -2.350 -4.920 0.013 -0.238
C -2.499 -4.044 -1.060 -0.010
C -1.746 -2.884 -1.106 -0.103
C -0.807 -2.531 -0.112 -0.324
C -0.681 -3.458 0.943 -0.135
C -1.432 -4.619 1.018 -0.018
H -3.210 -4.267 -1.843 0.126
H -1.945 -2.213 -1.938 0.095
H 0.037 -3.266 1.739 0.095
H -1.318 -5.286 1.859 0.122
N 0.342 -1.015 -2.367 0.006
C 1.499 -0.644 -3.168 -0.343
C 1.717 0.694 -3.494 -0.071
C 2.848 1.055 -4.207 -0.042
C 3.726 0.071 -4.591 -0.237
C 3.522 -1.257 -4.316 -0.033
C 2.381 -1.624 -3.614 -0.077
S 5.285 0.556 -5.434 0.407
O 5.471 -0.474 -6.428 -0.339
O 6.137 0.471 -4.256 -0.361
O 5.013 1.885 -5.924 -0.345
H 0.257 -2.034 -2.458 0.068
H -0.470 -0.603 -2.849 0.082
H 0.992 1.440 -3.207 0.102
H 3.062 2.076 -4.473 0.116
H 4.234 -1.991 -4.654 0.124
H 2.190 -2.672 -3.422 0.089
```

Summary:
- HOMO energy (spin up / spin down) (eV) = -7.987 / -7.988
- frontier orbital gap (spin up / spin down) (eV) = 4.14 / 4.16

[4]
ORCA calculation (the ωB97M-V functional and the def2-TZVPD basis) on a structure of composition C24H22ClHfNOP in a non-equilibrium geometry.

The geometry in XYZ format:
```
51
Properties=species:S:1:pos:R:3:lowdin_charge:R:1
Hf 0.110 -0.988 0.224 1.040
Cl 1.391 -2.891 0.377 0.282
C 1.439 0.725 0.066 -0.094
O 2.154 1.654 0.045 0.244
P -0.054 -0.036 -2.252 0.986
C -1.559 -0.349 -3.267 -0.372
C 0.391 1.629 -2.882 -0.395
C 1.250 -1.076 -3.044 -0.382
C 1.607 1.918 -3.516 -0.066
C 1.870 3.207 -3.991 -0.027
C 0.926 4.224 -3.835 -0.018
C -0.284 3.944 -3.189 -0.035
C -0.555 2.657 -2.719 -0.099
H 2.349 1.134 -3.665 0.105
H 2.812 3.404 -4.502 0.129
H 1.123 5.222 -4.232 0.133
H -1.029 4.730 -3.069 0.126
H -1.513 2.443 -2.241 0.113
C -2.586 -1.152 -2.739 -0.112
C -3.776 -1.324 -3.442 -0.040
C -3.945 -0.748 -4.706 -0.012
C -2.911 0.018 -5.256 -0.014
C -1.722 0.216 -4.544 -0.065
H -2.448 -1.645 -1.778 0.036
H -4.582 -1.912 -3.002 0.126
H -4.876 -0.898 -5.259 0.135
H -3.021 0.460 -6.247 0.133
H -0.929 0.827 -4.982 0.128
C 0.973 -1.891 -4.151 -0.040
C 1.979 -2.702 -4.678 -0.011
C 3.255 -2.716 -4.103 -0.007
C 3.521 -1.923 -2.985 -0.035
C 2.529 -1.090 -2.469 -0.165
H -0.025 -1.885 -4.591 0.114
H 1.766 -3.324 -5.549 0.134
H 4.044 -3.341 -4.529 0.136
H 4.505 -1.940 -2.515 0.130
H 2.746 -0.462 -1.598 0.073
H -1.622 -1.476 0.152 0.123
H -1.184 -2.057 -0.382 0.087
C -0.019 -0.307 4.963 0.056
C -0.143 0.847 4.179 0.025
C -0.394 0.724 2.817 -0.076
N -0.540 -0.515 2.241 -0.162
C -0.608 -1.629 3.047 -0.101
C -0.322 -1.551 4.404 0.027
H 0.299 -0.237 6.004 0.153
H -0.041 1.848 4.607 0.148
H -0.463 1.583 2.142 0.133
H -0.875 -2.568 2.549 0.121
H -0.334 -2.474 4.991 0.151
```

Summary:
- HOMO energy (eV) = -17.251
- frontier orbital gap (eV) = 3.82
- charge = +3

Results for molecular weight: 491.529, 674.442, 980.333, 585.363 (in g/mol, following the order of the records).
Results for E: -1975.39524, -3713.77974, -4688.44969, -1906.19402 (in Eh, following the order of the records).